1.
{
  "formula": "C35H68Cl6O15",
  "method": "ωB97M-V with the def2-TZVPD basis set",
  "symbols": ["C", "Cl", "Cl", "Cl", "H", "C", "Cl", "Cl", "Cl", "H", "C", "O", "C", "O", "O", "C", "H", "H", "H", "H", "H", "H", "C", "O", "C", "O", "O", "C", "H", "H", "H", "H", "H", "H", "C", "C", "O", "C", "H", "H", "H", "H", "H", "H", "C", "C", "O", "C", "H", "H", "H", "H", "H", "H", "C", "C", "O", "C", "H", "H", "H", "H", "H", "H", "C", "C", "O", "C", "H", "H", "H", "H", "H", "H", "C", "C", "O", "C", "H", "H", "H", "H", "H", "H", "C", "C", "O", "C", "H", "H", "H", "H", "H", "H", "C", "C", "O", "C", "H", "H", "H", "H", "H", "H", "C", "C", "O", "C", "H", "H", "H", "H", "H", "H", "C", "C", "O", "C", "H", "H", "H", "H", "H", "H"],
  "xyz": [[-1.32, -7.41, 8.84], [0.03, -7.83, 9.95], [-2.45, -8.77, 8.48], [-0.63, -6.90, 7.31], [-1.94, -6.58, 9.19], [-8.33, -5.81, 9.11], [-7.19, -6.15, 7.74], [-7.41, -5.61, 10.63], [-9.53, -7.12, 9.32], [-8.92, -4.92, 8.92], [-8.49, -13.24, 16.61], [-7.91, -12.43, 15.57], [-7.97, -12.96, 14.33], [-8.40, -14.06, 14.01], [-7.54, -12.00, 13.50], [-7.30, -12.27, 12.10], [-8.67, -12.63, 17.50], [-7.71, -13.98, 16.77], [-9.44, -13.67, 16.30], [-7.99, -13.06, 11.79], [-6.27, -12.57, 11.93], [-7.49, -11.36, 11.53], [-5.52, -18.14, 21.06], [-6.98, -18.03, 20.97], [-7.75, -18.93, 20.26], [-8.97, -18.80, 20.12], [-6.99, -19.81, 19.63], [-7.47, -20.87, 18.80], [-5.22, -17.31, 21.70], [-5.12, -17.94, 20.07], [-5.25, -19.10, 21.50], [-8.46, -20.73, 18.36], [-7.62, -21.68, 19.51], [-6.79, -21.21, 18.01], [-10.91, -6.92, 15.66], [-11.66, -7.72, 16.67], [-12.50, -8.50, 16.30], [-11.28, -7.64, 18.13], [-11.09, -7.27, 14.65], [-9.87, -7.05, 15.95], [-11.13, -5.85, 15.69], [-10.72, -6.73, 18.36], [-10.67, -8.49, 18.42], [-12.13, -7.70, 18.82], [-11.36, -19.50, 12.18], [-10.55, -20.62, 11.60], [-11.04, -21.72, 11.64], [-9.23, -20.33, 10.96], [-10.75, -18.83, 12.79], [-12.07, -19.90, 12.91], [-11.91, -18.98, 11.40], [-8.79, -21.21, 10.48], [-8.57, -19.94, 11.73], [-9.39, -19.54, 10.24], [-2.89, -9.78, 16.87], [-2.31, -11.02, 16.15], [-2.50, -12.17, 16.57], [-1.57, -10.77, 14.87], [-3.71, -9.35, 16.30], [-2.11, -9.07, 17.14], [-3.39, -10.07, 17.80], [-0.77, -10.04, 15.01], [-2.30, -10.39, 14.17], [-1.11, -11.73, 14.62], [-13.01, -13.92, 21.80], [-13.98, -12.83, 21.86], [-13.72, -11.75, 22.35], [-15.27, -13.04, 21.08], [-13.37, -14.90, 22.13], [-12.20, -13.73, 22.50], [-12.70, -14.11, 20.77], [-16.10, -12.67, 21.67], [-15.55, -14.09, 21.00], [-15.14, -12.60, 20.09], [-8.18, -9.30, 23.38], [-7.72, -10.63, 23.90], [-7.98, -11.00, 25.04], [-6.97, -11.58, 22.94], [-8.06, -8.56, 24.17], [-9.23, -9.44, 23.15], [-7.74, -9.00, 22.43], [-7.71, -12.23, 22.48], [-6.11, -12.10, 23.37], [-6.44, -10.99, 22.20], [-2.65, -16.56, 13.15], [-1.50, -17.44, 13.66], [-1.67, -18.60, 14.03], [-0.13, -16.80, 13.58], [-2.43, -15.92, 12.29], [-3.08, -16.00, 13.98], [-3.43, -17.27, 12.87], [-0.14, -15.90, 14.19], [0.19, -16.47, 12.60], [0.58, -17.59, 13.84], [-9.05, -10.98, 4.44], [-9.34, -10.32, 3.17], [-9.89, -10.96, 2.23], [-9.04, -8.81, 3.01], [-8.32, -10.38, 4.98], [-8.55, -11.91, 4.16], [-9.96, -11.12, 5.03], [-7.96, -8.69, 2.89], [-9.57, -8.14, 3.68], [-9.50, -8.68, 2.02], [-13.08, -12.87, 11.77], [-14.05, -13.75, 12.50], [-14.95, -14.28, 11.83], [-13.76, -14.08, 13.95], [-13.72, -12.35, 11.06], [-12.28, -13.36, 11.22], [-12.68, -12.03, 12.34], [-14.56, -14.44, 14.60], [-13.35, -13.20, 14.43], [-12.95, -14.80, 13.93], [-2.62, -16.27, 5.66], [-3.79, -16.34, 6.54], [-4.26, -15.37, 7.16], [-4.39, -17.71, 6.93], [-2.29, -15.25, 5.46], [-2.64, -16.90, 4.77], [-1.82, -16.79, 6.18], [-5.29, -17.89, 6.35], [-4.71, -17.64, 7.98], [-3.63, -18.48, 6.84]],
  "fmax_ev_per_a": 3.76,
  "gap_ev": 9.28,
  "homo_energy_ev": -9.46,
  "total_charge": 0
}

2.
{
  "formula": "C4H12OS",
  "method": "ωB97M-V with the def2-TZVPD basis set",
  "symbols": ["C", "C", "S", "H", "H", "H", "H", "H", "H", "C", "O", "C", "H", "H", "H", "H", "H", "H"],
  "xyz": [[0.18, 0.34, 0.85], [1.42, 0.22, 1.73], [1.47, 1.56, 2.96], [-0.74, 0.44, 1.42], [0.33, 1.05, 0.06], [-0.05, -0.64, 0.42], [2.29, 0.10, 1.10], [1.36, -0.71, 2.29], [2.78, 1.80, 2.90], [-1.28, -1.59, -2.46], [-0.49, -0.67, -3.21], [-2.74, -1.25, -2.66], [-1.00, -1.50, -1.41], [-1.06, -2.60, -2.79], [0.43, -0.87, -3.08], [-3.01, -0.27, -2.28], [-3.28, -2.02, -2.10], [-3.00, -1.49, -3.68]],
  "smiles": "CCO.CCS",
  "fmax_ev_per_a": 1.72,
  "gap_ev": 9.77,
  "homo_energy_ev": -9.04,
  "e_above_lowest_kcal_mol": 21.7,
  "total_charge": 0
}

3.
{
  "formula": "C37H30N9O4S3Tc",
  "method": "ωB97M-V with the def2-TZVPD basis set",
  "symbols": ["Tc", "N", "C", "C", "C", "C", "C", "C", "N", "C", "C", "C", "S", "C", "N", "H", "H", "H", "H", "H", "H", "H", "C", "C", "C", "C", "C", "C", "N", "N", "C", "C", "C", "C", "C", "N", "H", "H", "H", "H", "H", "H", "H", "H", "H", "O", "S", "O", "O", "C", "N", "C", "C", "C", "N", "C", "C", "C", "N", "C", "C", "H", "H", "H", "H", "H", "H", "C", "S", "O", "C", "C", "C", "C", "C", "C", "H", "H", "H", "H", "H", "H", "H", "H"],
  "xyz": [[-0.62, -0.52, 0.55], [1.14, -4.08, 1.85], [1.62, -4.28, 0.52], [2.29, -5.33, -0.08], [2.56, -5.17, -1.41], [2.21, -4.06, -2.21], [1.44, -3.10, -1.62], [1.22, -3.14, -0.23], [0.78, -2.16, 0.63], [0.70, -2.80, 1.88], [0.00, -2.05, 2.98], [-0.24, -2.57, 4.24], [-1.22, -1.43, 5.10], [-1.14, -0.31, 3.79], [-0.42, -0.73, 2.75], [1.39, -4.71, 2.66], [2.52, -6.26, 0.48], [3.15, -6.01, -1.85], [2.63, -3.99, -3.18], [0.99, -2.33, -2.26], [0.15, -3.45, 4.74], [-1.60, 0.68, 3.85], [-3.09, 4.40, 1.29], [-3.63, 3.51, 2.13], [-3.41, 2.13, 1.97], [-2.50, 1.69, 1.00], [-1.76, 2.64, 0.22], [-2.17, 3.97, 0.31], [-2.39, 0.28, 0.77], [-3.53, -0.36, 0.55], [-3.35, -1.64, 0.27], [-4.43, -2.42, -0.23], [-4.31, -3.78, -0.26], [-3.04, -4.29, -0.07], [-1.98, -3.41, 0.21], [-2.10, -2.07, 0.46], [-3.37, 5.42, 1.34], [-4.34, 3.79, 2.95], [-4.06, 1.41, 2.44], [-0.95, 2.28, -0.41], [-1.81, 4.69, -0.37], [-5.36, -1.87, -0.43], [-5.06, -4.61, -0.49], [-2.88, -5.35, -0.18], [-0.98, -3.73, 0.28], [6.57, 6.36, 2.85], [5.90, 5.09, 3.20], [6.50, 4.10, 4.14], [4.46, 5.27, 3.32], [6.14, 3.90, 1.81], [7.28, 3.76, 1.14], [7.31, 2.61, 0.43], [6.16, 1.91, 0.06], [5.02, 2.28, 0.75], [4.99, 3.24, 1.63], [3.65, 1.70, 0.56], [3.27, 0.90, -0.53], [1.94, 0.49, -0.58], [1.03, 0.80, 0.39], [1.39, 1.65, 1.39], [2.67, 2.11, 1.49], [8.32, 2.29, 0.06], [6.22, 1.17, -0.72], [3.93, 0.73, -1.36], [1.47, -0.04, -1.41], [0.62, 2.00, 2.08], [2.86, 2.84, 2.26], [-0.86, -1.21, -4.04], [-1.76, -1.00, -2.59], [-0.72, -0.32, -1.63], [-2.82, 0.31, -3.10], [-2.42, 1.64, -2.88], [-3.38, 2.59, -3.06], [-4.60, 2.36, -3.74], [-4.83, 1.05, -4.16], [-3.95, 0.01, -3.79], [-0.43, -2.27, -4.04], [0.01, -0.53, -3.98], [-1.46, -1.02, -4.95], [-1.35, 1.81, -2.57], [-3.10, 3.61, -2.72], [-5.28, 3.16, -3.82], [-5.72, 0.80, -4.71], [-4.08, -1.02, -4.10]],
  "fmax_ev_per_a": 4.74,
  "multiplicity": 4,
  "gap_ev": [6.47, 6.26],
  "homo_energy_ev": [-16.15, -16.13],
  "e_above_lowest_kcal_mol": 40.5,
  "total_charge": 3
}

4.
{
  "formula": "C35H21F9O2OsPS",
  "method": "ωB97M-V with the def2-TZVPD basis set",
  "symbols": ["Os", "O", "C", "O", "C", "C", "C", "C", "C", "C", "S", "H", "H", "H", "H", "C", "C", "C", "C", "C", "C", "C", "H", "H", "H", "H", "H", "F", "C", "F", "F", "C", "C", "C", "C", "C", "C", "P", "C", "C", "C", "C", "C", "C", "C", "F", "F", "F", "C", "C", "C", "C", "C", "C", "C", "F", "F", "F", "H", "H", "H", "H", "H", "H", "H", "H", "H", "H", "H", "H"],
  "xyz": [[-1.77, -0.94, -0.36], [-0.40, -4.91, 0.29], [-0.62, -3.88, -0.33], [-0.96, -2.76, 0.24], [-0.42, -3.89, -1.83], [0.60, -4.72, -2.30], [0.90, -4.82, -3.65], [0.14, -4.09, -4.56], [-0.88, -3.28, -4.11], [-1.18, -3.15, -2.74], [-2.48, -2.01, -2.37], [1.15, -5.29, -1.56], [1.71, -5.46, -3.99], [0.35, -4.15, -5.62], [-1.47, -2.71, -4.82], [-2.90, 0.17, 0.35], [-3.99, 0.65, 1.17], [-4.73, -0.23, 1.97], [-5.76, 0.24, 2.76], [-6.06, 1.60, 2.80], [-5.33, 2.48, 2.02], [-4.31, 2.01, 1.20], [-4.48, -1.29, 1.95], [-6.33, -0.46, 3.37], [-6.86, 1.96, 3.44], [-5.57, 3.54, 2.03], [-3.75, 2.70, 0.58], [1.28, 6.78, -0.32], [0.10, 6.32, 0.15], [-0.87, 6.86, -0.59], [-0.03, 6.82, 1.40], [0.06, 4.82, 0.16], [1.08, 4.13, 0.80], [1.06, 2.74, 0.83], [0.02, 2.04, 0.22], [-0.99, 2.74, -0.42], [-0.97, 4.13, -0.46], [0.04, 0.21, 0.13], [1.32, -0.05, -1.17], [2.68, 0.10, -0.94], [3.60, -0.06, -1.96], [3.16, -0.35, -3.24], [1.80, -0.48, -3.50], [0.89, -0.32, -2.46], [4.13, -0.52, -4.37], [4.16, 0.57, -5.17], [3.82, -1.56, -5.16], [5.39, -0.71, -3.94], [0.91, -0.29, 1.67], [0.48, 0.29, 2.87], [0.99, -0.12, 4.09], [1.93, -1.15, 4.13], [2.32, -1.77, 2.95], [1.82, -1.34, 1.74], [2.48, -1.63, 5.43], [1.90, -2.77, 5.85], [2.31, -0.73, 6.42], [3.81, -1.88, 5.35], [1.88, 4.68, 1.28], [1.85, 2.21, 1.35], [-1.78, 2.17, -0.90], [-1.76, 4.67, -0.96], [3.04, 0.34, 0.06], [4.66, 0.04, -1.77], [1.46, -0.71, -4.50], [-0.17, -0.45, -2.65], [-0.27, 1.07, 2.85], [0.66, 0.35, 5.01], [3.02, -2.60, 2.98], [2.11, -1.87, 0.84]],
  "fmax_ev_per_a": 0.75,
  "gap_ev": 5.92,
  "homo_energy_ev": -3.79,
  "e_above_lowest_kcal_mol": 16.9,
  "total_charge": -1
}

| no. | electronic energy (eV) |
| --- | --- |
| 1 | -143240.544 |
| 2 | -17224.601 |
| 3 | -95131.665 |
| 4 | -87783.745 |